18
Properties=species:S:1:pos:R:3:forces:R:3:mulliken_charge:R:1 method="wB97M-V/def2-TZVPD" e_above_lowest_kcal_mol=88.66 total_energy_ev=-8793.7742
C 0.8857 -0.4934 -0.1535 -0.922 -1.329 -1.693 0.437
C -0.7600 0.9178 1.3596 -0.212 0.142 -0.385 -1.317
C 1.4531 0.3864 -1.2629 0.016 0.305 0.396 -1.362
C -0.4421 -0.0906 0.3094 -1.261 -0.832 -0.387 0.339
N -2.6109 -0.4519 -0.4441 -0.216 0.066 0.525 -0.656
N 1.8385 -0.6568 0.9216 0.002 -0.281 -0.209 -0.590
N -1.2743 -0.8506 -0.3674 -1.066 1.685 0.613 -0.133
H 0.0706 -1.3535 -0.8782 3.394 0.415 1.079 0.258
H -3.1165 -1.0879 -1.0446 0.139 0.103 0.018 0.255
H -2.7433 0.5112 -0.7440 0.087 -0.201 0.055 0.201
H 2.7861 -0.7538 0.5798 -0.056 -0.050 0.006 0.230
H 1.6197 -1.4603 1.4970 0.056 -0.001 -0.033 0.232
H 0.1234 1.0671 1.9773 -0.011 0.000 0.008 0.404
H -1.0224 1.8784 0.9052 0.002 0.039 0.062 0.288
H -1.6076 0.5997 1.9687 0.005 -0.013 -0.032 0.396
H 0.7044 0.5835 -2.0295 -0.016 -0.060 0.017 0.343
H 1.7852 1.3475 -0.8544 0.084 0.048 -0.076 0.346
H 2.3103 -0.0928 -1.7401 -0.024 -0.038 0.037 0.329